Formula: C11H18BrClF7O4P2
Source: OMol25
Level of theory: wB97M-V/def2-TZVPD

```
! wB97M-V def2-TZVPD RIJCOSX def2/J DEFGRID3
* xyz -1 1
Br -1.9376 2.1568 -2.7094
Cl 0.7425 -0.4035 1.5240
P 0.3172 0.1688 -0.5603
P -0.0165 0.9860 -2.7458
F -1.3128 -1.8194 0.2822
F -2.1297 1.5393 0.4790
F -2.2797 -0.1638 1.8415
F -4.6515 0.6066 1.1598
F -4.2549 0.5693 -0.9536
F -2.0018 -0.8825 -1.5370
F -4.2212 -1.2743 0.1773
O -6.6693 1.1921 3.6714
O -0.4261 -0.2945 -3.6854
O 2.8919 4.5481 1.4434
O 0.7516 3.9196 1.0891
C -2.4417 0.2231 0.5658
C -3.9500 0.0323 0.2232
C 1.4968 -3.5586 1.4936
C 2.3531 -1.9861 -0.4226
C 0.7454 1.9271 -0.1850
C 1.6213 -0.9556 -1.2984
C 2.6425 -0.1306 -2.1261
C 0.7091 2.4597 1.2396
C -1.4500 -0.6039 -0.3216
C 1.5269 -3.2284 -0.0072
C 1.7356 4.5317 1.7822
H 2.6232 0.9381 -1.9355
H 1.9408 -4.0897 -0.5360
H 1.5842 2.1533 1.8076
H 0.5118 -3.1103 -0.3892
H 2.8784 -1.5408 0.4194
H -0.2060 2.2283 1.7715
H 1.6797 -4.6207 1.6643
H 1.3936 5.0402 2.6939
H 1.0681 -1.5768 -2.0100
H 1.7476 2.1023 -0.5831
H 0.5145 -3.3479 1.9174
H 2.4719 -0.2646 -3.1933
H 2.2143 -2.9608 2.0512
H -6.2841 0.8076 2.8745
H 0.0757 2.5647 -0.7668
H -0.7959 -1.0499 -3.2169
H 3.1415 -2.3533 -1.0887
H 3.6495 -0.4792 -1.9002
*
```

Frontier orbital gap   3.908 eV
Max |F|   1.05 eV/A
Calculated total energy   -140053.1901 eV
Lowest unoccupied orbital energy   1.962 eV

How positive or negative is each atom? The Löwdin charges in e answer that: 0.314, 0.465, 0.674, 0.469, 0.028, 0.094, 0.137, 0.227, 0.150, 0.022, 0.184, -0.709, -0.423, 0.089, -0.058, -0.389, -0.583, -0.133, -0.268, -0.362, -0.483, -0.137, -0.248, -0.506, -0.256, -0.340, 0.036, 0.099, 0.094, 0.083, 0.084, 0.101, 0.064, 0.145, 0.096, 0.090, 0.054, 0.070, 0.054, -0.269, 0.028, 0.029, 0.104, 0.080

Formula: C11H18Cl11NP
Source: OMol25
Level of theory: wB97M-V/def2-TZVPD

```
! wB97M-V def2-TZVPD RIJCOSX def2/J DEFGRID3
* xyz 1 1
Cl 4.4750 -2.2092 -5.9507
Cl -0.6321 2.0423 -1.7004
Cl -0.8219 0.3839 2.8355
Cl -3.3719 2.9521 -2.0211
Cl 1.5787 -2.1499 -6.3634
Cl -5.3868 1.3652 2.7264
Cl -0.4171 2.0174 5.2254
Cl -5.1213 -0.0810 7.0020
Cl -6.0207 2.6316 0.1662
Cl 4.9168 1.0327 -3.1673
Cl -2.9923 -1.9158 6.1908
P 4.5101 0.3776 -1.3192
N 2.8142 -1.6592 -1.5337
C 2.8461 -0.3649 -1.1914
C 0.4569 -1.4294 -0.9138
C -1.7476 3.0058 -2.6974
C -1.2609 0.6309 4.5359
C -5.5296 1.1412 0.9758
C 1.5786 -2.1198 -1.3659
C 0.5328 -0.0703 -0.6124
C 5.7120 -0.8537 -0.7569
C -4.5498 -1.1908 5.7558
C 2.9044 -1.7861 -5.2577
C 1.8303 0.4576 -0.7708
H 2.8943 -0.7230 -5.0405
H 4.5382 1.4384 -0.3939
H 1.4412 -3.1739 -1.6143
H -0.9967 -0.2563 5.0963
H -1.4064 4.0350 -2.7172
H 6.6981 -0.5555 -1.1276
H -0.3034 0.4943 -0.2529
H -6.2732 0.3768 0.7810
H 5.7302 -0.7913 0.3373
H 2.7637 -2.3547 -4.3446
H -4.4328 -0.6426 4.8268
H -1.7605 2.5976 -3.7017
H -4.5658 0.8338 0.5844
H 2.0228 1.5070 -0.5610
H 5.4364 -1.8551 -1.0918
H -5.2782 -1.9837 5.6300
H -0.4822 -1.9598 -0.7974
H -2.3295 0.8048 4.5956
*
```

Energy relative to the best compared isomer or geometry (same formula, charge and spin)   6.3 kcal/mol
Frontier orbital gap   8.505 eV
Max |F|   2.47 eV/A
Calculated total energy   -160217.8375 eV
Lowest unoccupied orbital energy   -4.161 eV

How positive or negative is each atom? The Löwdin charges in e answer that: 0.511, 0.654, 0.485, 0.528, 0.528, 0.514, 0.528, 0.522, 0.501, 0.418, 0.527, 0.654, 0.083, -0.465, -0.006, -0.958, -1.046, -1.018, -0.117, -0.161, -0.215, -1.022, -1.066, -0.106, 0.000, 0.054, 0.127, -0.013, 0.033, 0.064, 0.006, 0.028, 0.073, 0.000, -0.019, 0.033, 0.015, 0.103, 0.063, 0.029, 0.126, 0.005

Formula: C11H18ClF9N9O8RhS
Source: OMol25
Level of theory: wB97M-V/def2-TZVPD

```
! wB97M-V def2-TZVPD RIJCOSX def2/J DEFGRID3
* xyz 0 1
Rh -0.0378 0.3921 -0.3425
Cl 0.8511 0.2076 -3.2391
S 0.6926 -2.8988 0.2579
F -4.7208 -2.0159 -1.7973
F -4.5998 0.8327 -1.4389
F -3.2151 -1.0192 -2.9815
F -2.5062 1.2144 -1.7768
F -3.3430 -0.7727 1.7792
F -2.7043 -2.7953 -1.8486
F -3.3350 1.4316 0.2108
F -3.8741 -2.5922 0.7393
F -5.1498 -0.8437 0.5957
O 0.6795 1.4657 -2.4669
O 2.1293 -0.3273 -2.8836
O -0.2177 -0.6493 -2.8681
O -0.0572 -2.7419 1.4845
O -1.7115 -0.9687 -0.2672
O 0.8186 0.5359 -4.6216
O 2.0353 -3.4535 0.4939
O 0.7855 -1.6744 -0.5935
N 0.2987 0.4218 1.7685
N 2.1425 0.9654 -0.0713
N 2.4669 -0.4844 1.7104
N 3.7055 -0.7765 -0.2189
N 1.1893 6.2921 -2.0029
N 0.8718 4.2814 -3.0877
N 1.2114 -0.5766 3.6472
N 0.3637 4.5575 -0.8121
N -0.4905 2.4293 0.0027
C 1.2597 -0.2241 2.3525
C -0.0885 -0.8341 4.2533
C -0.0561 3.3921 -0.4967
C -3.8697 -1.2537 0.6442
C -3.3813 0.6866 -0.9049
C 2.3957 -1.0311 4.3571
C -3.4167 -1.6640 -1.8268
C -0.1806 -4.0736 -0.7448
C 0.7990 5.0062 -1.9723
C 2.7258 -0.0943 0.4073
C -3.0128 -0.7924 -0.5843
H 1.4761 6.7310 -2.8572
H -1.1987 -3.7015 -0.8292
H -0.5229 0.6058 2.3245
H 2.5615 -2.1060 4.2316
H 3.7544 -1.7526 0.0619
H -0.1405 -5.0300 -0.2317
H 0.6893 3.2790 -3.0466
H -0.5481 0.0831 4.6300
H -0.7394 -1.3010 3.5136
H 2.4735 1.1903 -1.0023
H 0.3026 -4.1174 -1.7170
H 1.2981 4.6521 -3.9181
H 1.0959 6.8405 -1.1680
H 2.2659 -0.8127 5.4153
H 2.7881 -1.4376 1.8772
H 3.6759 -0.6610 -1.2225
H 0.0450 -1.5240 5.0820
H 3.2699 -0.4929 4.0002
*
```

Energy relative to the best compared isomer or geometry (same formula, charge and spin)   41.5 kcal/mol
Frontier orbital gap   7.919 eV
Max |F|   4.28 eV/A
Calculated total energy   -92307.4787 eV
Lowest unoccupied orbital energy   -1.531 eV

How positive or negative is each atom? The Löwdin charges in e answer that: 1.235, 0.675, 0.443, 0.155, 0.173, 0.171, 0.126, 0.152, 0.151, 0.149, 0.170, 0.158, -0.462, -0.327, -0.321, -0.324, -0.182, -0.291, -0.358, -0.436, 0.110, 0.080, 0.163, 0.206, 0.175, 0.214, -0.128, 0.146, 0.076, -0.409, -0.023, -0.289, -0.539, -0.556, -0.032, -0.527, -0.113, -0.475, -0.505, -0.300, 0.111, 0.041, 0.088, 0.104, 0.105, 0.071, 0.078, 0.096, 0.086, 0.054, 0.076, 0.121, 0.117, 0.095, 0.138, 0.098, 0.096, 0.092

Formula: C11H18ClIN2O2PPr
Source: OMol25
Level of theory: wB97M-V/def2-TZVPD

```
! wB97M-V def2-TZVPD RIJCOSX def2/J DEFGRID3
* xyz 2 3
Pr -1.1979 0.8886 0.2651
I 0.8744 3.2200 0.1493
Cl -3.6668 0.7357 -0.4755
P 0.0298 0.7242 -2.6110
O 1.7742 -1.5780 -1.7603
O 2.7787 0.4547 0.0205
N 0.1459 -1.2922 6.1722
N -0.3159 -0.2909 2.1556
C 0.8326 -1.5088 3.8833
C -1.0759 0.2956 3.1117
C -0.8850 2.2823 -3.0661
C 1.6588 1.3034 -3.1268
C 0.0059 -0.9356 4.8755
C -0.9592 -0.0007 4.4539
C 0.6536 -1.1661 2.5623
C 1.6132 0.4728 0.1114
C -0.4394 -0.1835 -4.1366
C 0.6587 -1.1039 -1.6785
C -0.6152 -1.8675 -1.4096
H -1.4873 -0.4933 -4.1101
H 1.2557 -1.5883 1.7624
H -1.6097 0.4927 5.1853
H -1.8299 1.0245 2.7926
H -0.4472 3.1577 -2.5874
H 2.4139 0.5257 -3.0542
H -1.9504 2.1940 -2.8089
H 1.6311 -2.2176 4.1112
H -1.4569 -1.5341 -2.0594
H 1.9426 2.1776 -2.5359
H -0.4092 -2.9423 -1.6152
H -0.3236 0.5206 -4.9736
H -0.9257 -1.7998 -0.3070
H 0.8227 -1.9799 6.4646
H -0.7973 2.3636 -4.1569
H 0.2056 -1.0523 -4.3165
H -0.4545 -0.9076 6.8816
H 1.5497 1.6088 -4.1691
*
```

Energy relative to the best compared isomer or geometry (same formula, charge and spin)   16.6 kcal/mol
Frontier orbital gap (alpha / beta)   5.997 / 6.047 eV
Max |F|   5.46 eV/A
Calculated total energy   -62740.3382 eV
Lowest unoccupied orbital energy (alpha / beta)   -9.213 / -9.181 eV

How positive or negative is each atom? The Löwdin charges in e answer that: 0.285, 0.564, 0.044, 0.842, 0.189, 0.095, 0.188, -0.167, 0.037, -0.151, -0.178, -0.205, -0.262, 0.039, -0.088, -0.283, -0.184, -0.422, -0.029, 0.075, 0.118, 0.142, 0.106, 0.021, 0.068, 0.058, 0.138, 0.097, 0.032, 0.140, 0.076, 0.109, 0.132, 0.082, 0.084, 0.130, 0.079

Formula: C11H18FN4Re
Source: OMol25
Level of theory: wB97M-V/def2-TZVPD

```
! wB97M-V def2-TZVPD RIJCOSX def2/J DEFGRID3
* xyz 3 2
Re 1.4337 0.2354 -0.0017
F 3.0234 1.1996 -0.0095
N 0.1093 -1.2188 0.0047
N 0.6517 0.3247 -2.0824
N 0.6653 0.3275 2.0795
N 0.6614 2.3008 0.0049
C -0.4649 1.2918 2.0116
C 0.1682 -1.0371 -2.4155
C -0.7361 -3.0917 1.2179
C -0.2033 -1.8171 -1.1735
C -0.7625 -3.0864 -1.1958
C -0.4454 1.3279 -2.0249
C -0.1771 -1.8226 1.1878
C 0.2251 -1.0460 2.4227
C 0.0089 2.6042 -1.3040
C -1.0012 -3.7421 0.0122
C -0.0583 2.5820 1.2842
H -0.7759 1.6011 -3.0355
H 1.3343 0.6202 -2.7909
H -1.3030 0.8813 -1.5117
H 1.3363 0.6498 2.7875
H 1.0481 -1.5833 2.9151
H -0.9562 3.1818 1.1091
H -1.3814 -4.7575 0.0145
H 0.7318 3.1405 -1.9277
H -0.8550 3.2630 -1.1726
H -0.6040 -1.0230 3.1429
H -0.6888 -0.9894 -3.1008
H 1.5077 2.8899 0.0306
H -0.9471 -3.5833 2.1577
H -0.9938 -3.5747 -2.1328
H 0.6043 3.1725 1.9253
H -0.8098 1.5581 3.0192
H 0.9562 -1.5898 -2.9459
H -1.3034 0.8105 1.4981
*
```

Energy relative to the best compared isomer or geometry (same formula, charge and spin)   9.9 kcal/mol
Frontier orbital gap (alpha / beta)   7.264 / 7.529 eV
Max |F|   5.47 eV/A
Calculated total energy   -22477.5817 eV
Lowest unoccupied orbital energy (alpha / beta)   -13.532 / -13.233 eV

How positive or negative is each atom? The Löwdin charges in e answer that: 1.818, -0.337, -0.098, -0.122, -0.123, -0.126, -0.142, -0.088, 0.068, -0.198, 0.068, -0.142, -0.200, -0.089, -0.110, 0.080, -0.106, 0.163, 0.178, 0.140, 0.179, 0.165, 0.152, 0.157, 0.153, 0.153, 0.164, 0.163, 0.149, 0.155, 0.155, 0.153, 0.163, 0.166, 0.139

Formula: C11H18N2S
Source: OMol25
Level of theory: wB97M-V/def2-TZVPD

```
! wB97M-V def2-TZVPD RIJCOSX def2/J DEFGRID3
* xyz 0 1
S 1.9161 1.7284 -1.3606
N 1.7770 -2.1210 -0.2385
N 1.0907 -3.3319 3.3057
C 2.3151 -0.0728 -1.4733
C -4.1295 2.3007 -0.9379
C -2.0793 1.5904 -2.2330
C -2.6617 2.2599 -1.1307
C 1.6545 -0.7026 -0.2134
C -0.7124 1.5162 -2.2230
C 0.0884 1.8808 -1.1182
C 1.7208 -2.3697 2.4829
C -1.8029 2.6999 -0.0182
C 1.2552 -2.7199 0.9343
C -0.4125 2.6239 -0.0673
H 3.5297 -0.0402 -1.0901
H 2.7681 -2.2683 -0.1168
H 2.0813 -0.2807 0.7053
H -4.5053 2.6171 -1.8930
H 1.6629 -1.3689 2.7866
H 1.2465 -3.0832 4.3719
H 0.1921 -2.7368 1.0256
H -2.2503 3.2861 0.8341
H 0.0913 3.0471 0.7971
H 2.7553 -2.5888 2.4671
H 0.0347 -3.3789 3.0479
H -4.4970 2.9100 -0.1944
H 2.1954 -0.7410 -2.4496
H 1.3822 -3.7846 0.9281
H -2.6329 1.0212 -3.0513
H -4.5621 1.3516 -0.6504
H -0.0898 1.1121 -2.9845
H 0.5784 -0.3565 -0.2423
*
```

Energy relative to the best compared isomer or geometry (same formula, charge and spin)   54.7 kcal/mol
Frontier orbital gap   9.130 eV
SMILES   Cc1ccc(SCCNCCN)cc1
Max |F|   3.65 eV/A
Calculated total energy   -25511.4667 eV
Lowest unoccupied orbital energy   0.829 eV

How positive or negative is each atom? The Löwdin charges in e answer that: 0.856, -0.078, -0.069, -0.472, -0.069, -0.043, -0.245, -0.377, -0.123, -0.521, -0.309, -0.029, -0.226, -0.117, 0.131, 0.110, 0.106, 0.079, 0.072, 0.123, 0.090, 0.121, 0.109, 0.084, 0.104, 0.046, 0.118, 0.100, 0.142, 0.087, 0.085, 0.115